The following is a DFT calculation (wB97M-V/def2-TZVPD) of a molecular structure, C10H19BeN7 in a non-equilibrium geometry.

The LUMO energy is -6.6 eV. The value obtained for the HOMO energy is -15.279 eV. The multiplicity is 1. As for the total charge: +2. The calculation puts the orbital gap at 8.71 eV. The value obtained for the energy is -790.121576 hartree.

Structure (XYZ):
```
37
C10H19BeN7 | OMol25 | wB97M-V/def2-TZVPD
Be 0.19314 -0.31728 0.04629
N 1.25318 0.15192 -1.17756
C 2.50353 0.89531 -0.88889
C 2.26412 2.44787 -0.79763
N 0.90383 2.80813 -0.45004
C 0.59040 2.97576 0.96230
C 0.94735 1.82469 1.87965
N 0.18874 0.58518 1.52067
H 1.48152 -0.72728 -1.66268
H 0.68097 0.67028 -1.89069
H 3.23359 0.70701 -1.67923
H 2.90943 0.44664 0.00903
H 2.57687 2.95302 -1.72545
H 3.01761 2.82576 -0.00746
H 0.58508 3.56512 -1.00956
H -0.49207 3.16171 1.07683
H 1.08390 3.89607 1.35560
H 0.60339 2.11029 2.86290
H 2.02450 1.60477 1.93556
H -0.80465 0.87720 1.59479
H 0.19051 -0.14215 2.26179
N -3.42430 -1.58433 -0.90056
C -3.78264 -0.32462 -1.28857
C -2.67688 0.43579 -0.99250
N -1.64826 -0.31877 -0.48154
C -2.15629 -1.58529 -0.37622
C -1.19229 -2.60612 0.00453
N 0.06395 -2.09649 0.07566
C 0.86293 -3.13697 0.54113
C 0.13074 -4.26933 0.66545
N -1.20531 -3.88143 0.40401
H -3.97534 -2.44294 -0.98303
H -4.74097 -0.15718 -1.80377
H -2.50925 1.48740 -1.09261
H 1.95186 -3.04425 0.61530
H 0.37120 -5.31203 0.95546
H -2.00412 -4.48347 0.44104
```

=====

The following is a DFT calculation (wB97M-V/def2-TZVPD) of a molecular structure, CH2Cl4OP2 in a non-equilibrium geometry.

The LUMO energy is 0.3 eV. The value obtained for the HOMO energy is -9.114 eV. The multiplicity is 1. The calculation puts the orbital gap at 9.41 eV. The value obtained for the energy above the lowest of the compared OMol25 structures with the same formula, charge and spin is 9.6 kJ/mol. The value obtained for the energy is -2638.098525 hartree.

Structure (XYZ):
```
10
CH2Cl4OP2 | OMol25 | wB97M-V/def2-TZVPD
C 0.86370 -0.82775 -1.27466
O -0.97685 -0.05637 0.59397
P -0.16757 -0.75409 1.84222
P -0.33351 0.23216 -0.85727
Cl -1.47417 -0.40377 3.36852
Cl 1.20530 0.65689 2.13734
Cl -1.95920 0.09873 -1.89326
Cl 0.03759 2.31047 -0.73113
H 1.05343 -0.68998 -2.32239
H 1.75130 -0.56629 -0.86335
```

=====

The following is a DFT calculation (wB97M-V/def2-TZVPD) of 2 unconnected molecules or ions with the total composition C4H13N2O in a non-equilibrium geometry.

The LUMO energy is -3.0 eV. The value obtained for the HOMO energy is -14.100 eV. The multiplicity is 1. As for the total charge: +1. The calculation puts the orbital gap at 11.14 eV. The value obtained for the energy above the lowest of the compared OMol25 structures with the same formula, charge and spin is 210.6 kJ/mol. The value obtained for the energy is -344.686635 hartree.

Structure (XYZ):
```
20
C4H13N2O | OMol25 | wB97M-V/def2-TZVPD
C 0.78522 -1.12585 1.27609
C 0.93073 -1.15883 -0.24590
C -0.38228 -1.02959 -1.01521
C -0.85429 0.96369 -2.14675
N -0.86899 0.35838 -1.03954
N -0.32128 -0.11157 1.71384
H 0.50788 -2.08842 1.69801
H 1.60020 -0.74429 1.88048
H 1.48854 -2.07168 -0.45709
H 1.63060 -0.37336 -0.54310
H -1.23410 -1.56456 -0.59436
H -0.15337 -1.42017 -2.00974
H -0.23531 0.67366 -3.00156
H -1.33087 1.93662 -2.25278
H -0.90754 -0.53059 2.43388
H -0.90621 0.15482 0.91543
H 0.19848 0.64796 2.13839
H 0.34073 2.07988 -0.15919
H -0.40983 3.10231 0.66011
O 0.12169 2.30162 0.74900
```

=====

The following is a DFT calculation (wB97M-V/def2-TZVPD) of 2 unconnected molecules or ions with the total composition H3N3O2 in a non-equilibrium geometry.

The LUMO energy (alpha / beta) is 0.3 / -0.2 eV. The value obtained for the HOMO energy (alpha / beta) is -7.002 / -8.625 eV. The multiplicity is 1. The calculation puts the orbital gap (alpha / beta) at 7.33 / 8.40 eV. The value obtained for the energy above the lowest of the compared OMol25 structures with the same formula, charge and spin is 197.8 kJ/mol. The value obtained for the energy is -316.331501 hartree.

Structure (XYZ):
```
8
H3N3O2 | OMol25 | wB97M-V/def2-TZVPD
N 1.08525 0.22456 -2.63457
N -0.62284 -0.26538 -0.17496
N -0.04444 0.87467 0.02632
O 1.00444 0.57183 0.85570
O 0.67771 -0.81438 -2.22086
H -0.18197 -1.04192 0.35591
H -1.37240 -0.37540 -0.93922
H 1.50535 1.30455 0.85423
```

=====

The following is a DFT calculation (wB97M-V/def2-TZVPD) of a molecular structure, C21H15Cl2FN4O2 in a non-equilibrium geometry.

The LUMO energy is -0.8 eV. The value obtained for the HOMO energy is -7.891 eV. The multiplicity is 1. The calculation puts the orbital gap at 7.10 eV. The value obtained for the energy is -2198.379120 hartree.

Structure (XYZ):
```
45
C21H15Cl2FN4O2 | OMol25 | wB97M-V/def2-TZVPD
C -9.08875 -0.46394 -0.14008
H -9.00521 0.34837 0.49042
O -7.94740 -1.29253 0.02835
C -6.74067 -1.07026 0.03089
C -5.92343 -2.28426 0.23108
C -4.63852 -2.06221 0.49509
C -4.08040 -0.86832 0.34153
C -4.82851 0.35182 -0.27409
C -6.24058 0.21447 -0.30594
Cl -7.01179 1.59338 -0.64736
H -4.42705 1.49118 -0.34500
N -2.70407 -0.55049 0.14650
C -1.78844 0.26008 -0.07384
O -2.18762 1.63574 -0.22656
C -0.35630 0.14937 0.08489
C 0.43740 1.16990 0.16695
C 1.96745 1.04902 0.17832
C 2.83614 0.15952 -0.04207
N 4.20399 0.85236 0.03800
N 3.96972 2.07459 0.60374
C 2.67931 2.33278 0.41068
C 2.12526 3.77682 1.05410
H 1.61602 3.72836 1.84591
H 1.58209 4.17003 0.27495
H 3.09362 4.49219 0.86242
C 5.45336 0.18259 -0.02676
C 6.43601 0.78482 -0.42941
C 7.73303 0.60440 -0.57696
C 7.81328 -0.93150 -0.13656
C 6.89323 -1.74805 0.25173
C 5.60084 -1.06445 0.25408
H 4.75277 -1.81842 0.53855
H 7.08484 -2.70168 0.44166
F 9.10537 -1.54464 -0.39089
H 8.49472 0.98387 -0.85989
H 6.27434 2.21092 -0.60368
Cl 2.68132 -1.31150 -1.00402
H 0.03681 2.17904 0.10627
C 0.01485 -1.07605 0.64544
N 0.14394 -2.04918 1.11646
H -2.05413 -1.58707 0.66269
H -4.10938 -2.75356 0.93912
H -6.51838 -3.09698 0.61954
H -10.10772 -1.18407 -0.10534
H -9.17155 -0.00486 -1.31105
```

=====

The following is a DFT calculation (wB97M-V/def2-TZVPD) of a single C4H12N2 molecule in a non-equilibrium geometry.

The LUMO energy is 1.2 eV. The value obtained for the HOMO energy is -8.741 eV. The multiplicity is 1. The calculation puts the orbital gap at 9.94 eV. The structure (SMILES) is CN[C@@H](C)CN. The value obtained for the energy above the lowest of the compared OMol25 structures with the same formula, charge and spin is 116.1 kJ/mol. The value obtained for the energy is -269.072111 hartree.

Structure (XYZ):
```
18
C4H12N2 | OMol25 | wB97M-V/def2-TZVPD
C 2.19382 0.09787 0.19187
N 1.19885 -0.61077 -0.62185
C -0.19090 -0.46347 -0.06825
C -0.36737 -0.89001 1.40330
C -0.73547 0.96076 -0.45132
N -2.17642 0.82368 -0.56774
H 2.68320 -0.53672 0.91798
H 2.88528 0.56420 -0.50870
H 1.74437 1.00523 0.61983
H 1.33644 -1.60870 -0.67230
H -0.72890 -1.15726 -0.72226
H -0.97911 -0.10140 1.86169
H 0.55180 -1.12248 1.92471
H -1.08613 -1.71628 1.51760
H -0.51055 1.53727 0.45459
H -0.07005 1.30659 -1.24074
H -2.32352 0.25748 -1.39919
H -2.64521 1.70481 -0.75180
```

=====

The following is a DFT calculation (wB97M-V/def2-TZVPD) of a single C2H3ClO2 molecule in a non-equilibrium geometry.

The LUMO energy is 0.7 eV. The value obtained for the HOMO energy is -10.280 eV. The multiplicity is 1. The calculation puts the orbital gap at 11.00 eV. The structure (SMILES) is O[C@@]1(Cl)CO1. The value obtained for the energy above the lowest of the compared OMol25 structures with the same formula, charge and spin is 192.8 kJ/mol. The value obtained for the energy is -688.610741 hartree.

Structure (XYZ):
```
8
C2H3ClO2 | OMol25 | wB97M-V/def2-TZVPD
O 0.24840 1.34687 0.92851
C 0.79203 0.31689 0.26813
Cl 2.39604 -0.06870 0.60439
C -0.04411 -0.64047 -0.45612
O 0.37498 0.36325 -1.25935
H -0.02653 2.08174 0.28368
H 0.45131 -1.63928 -0.62352
H -1.10719 -0.73082 -0.24500
```

=====

The following is a DFT calculation (wB97M-V/def2-TZVPD) of a molecular structure, C3H12NO4 in a non-equilibrium geometry.

The LUMO energy is 4.1 eV. The value obtained for the HOMO energy is -4.410 eV. The multiplicity is 1. As for the total charge: -1. The calculation puts the orbital gap at 8.49 eV. The value obtained for the energy above the lowest of the compared OMol25 structures with the same formula, charge and spin is 78.8 kJ/mol. The value obtained for the energy is -477.229617 hartree.

Structure (XYZ):
```
20
C3H12NO4 | OMol25 | wB97M-V/def2-TZVPD
C -1.79055 -0.09019 -1.02327
O -1.14572 -1.32102 -1.47274
C -1.29375 0.36252 0.32372
C -0.05342 1.37851 0.19694
O 0.89022 1.13472 1.14827
N -2.41408 0.99671 1.05407
H -2.83701 -0.37494 -1.12722
H -1.56365 0.66306 -1.79727
H -0.89400 -0.46028 0.91608
H 0.24185 1.23648 -0.86163
H -0.47804 2.38103 0.38211
H 1.84400 0.54159 0.69146
H -2.49608 0.65146 2.00452
H -2.24262 1.98244 1.22835
H -0.24418 -1.35575 -1.13183
H 2.68265 -2.82087 -0.00488
O 1.96034 -2.30518 -0.37759
H 2.33026 -1.37278 -0.33243
H 2.88465 0.69582 -0.52433
O 2.89840 0.11133 0.24294
```

=====

The following is a DFT calculation (wB97M-V/def2-TZVPD) of a molecular structure, C9H15NO4S in a non-equilibrium geometry.

The LUMO energy is 0.8 eV. The value obtained for the HOMO energy is -9.918 eV. The multiplicity is 1. The calculation puts the orbital gap at 10.71 eV. The value obtained for the energy above the lowest of the compared OMol25 structures with the same formula, charge and spin is 79.8 kJ/mol. The value obtained for the energy is -1105.755515 hartree.

Structure (XYZ):
```
30
C9H15NO4S | OMol25 | wB97M-V/def2-TZVPD
C 0.25669 -1.90374 -0.10324
C -1.05629 2.27228 -0.44566
C -0.12855 -0.52241 0.19466
C 1.05379 -0.14088 -0.69024
C -0.25199 -3.23245 0.29980
C -0.98740 3.57998 0.23949
C -2.58368 -0.72548 0.60699
C 3.56204 1.20284 -0.98909
C -1.49402 0.04954 -0.09621
N 1.32826 -1.67551 -0.79597
O -0.65648 2.00735 -1.53667
O 3.00549 -0.27356 1.13099
O 1.79502 1.82235 0.84248
O -1.51043 1.35588 0.40122
S 2.38160 0.67774 0.24049
H 0.20059 -0.26730 1.29910
H 0.88690 0.34565 -1.60742
H -1.31951 -3.46741 -0.04999
H -0.43498 -3.01451 1.39882
H 0.41546 -3.99658 -0.11132
H -1.86194 3.91885 0.84203
H -0.92602 4.28825 -0.67849
H 0.01605 3.57203 0.73176
H -2.20577 -1.16774 1.58360
H -2.92092 -1.64030 0.08324
H -3.42476 -0.14486 0.80269
H 3.59543 2.33174 -1.09463
H 4.57130 0.70712 -0.92960
H 3.13427 1.07117 -1.99646
H -1.51894 0.13064 -1.20120
```

=====

The following is a DFT calculation (wB97M-V/def2-TZVPD) of a molecular structure, C6H8BrN in a non-equilibrium geometry.

The LUMO energy is 0.9 eV. The value obtained for the HOMO energy is -9.339 eV. The multiplicity is 1. The calculation puts the orbital gap at 10.23 eV. The value obtained for the energy above the lowest of the compared OMol25 structures with the same formula, charge and spin is 111.0 kJ/mol. The value obtained for the energy is -2862.107999 hartree.

Structure (XYZ):
```
16
C6H8BrN | OMol25 | wB97M-V/def2-TZVPD
C -1.14534 1.36157 -0.00583
C 0.29629 1.65668 -0.10669
C 0.53842 -1.02261 -1.15333
C -1.03700 -0.81999 0.93667
C 0.31831 -1.15714 0.33738
C 1.15893 -0.07173 -0.20117
N -1.71937 0.33376 0.43643
Br 3.03635 0.05425 0.09653
H -1.81592 2.14311 -0.36051
H 0.59285 2.17726 -1.00391
H 0.72910 2.08768 0.78911
H 1.17314 -1.73571 -1.65908
H -0.29246 -0.67778 -1.75095
H -1.72712 -1.66166 0.78931
H -0.91189 -0.68607 2.01569
H 0.80573 -1.98161 0.84036
```

=====

The following is a DFT calculation (wB97M-V/def2-TZVPD) of 3 unconnected molecules or ions with the total composition C27H26IN4O6P in a non-equilibrium geometry.

The LUMO energy is -1.1 eV. The value obtained for the HOMO energy is -9.098 eV. The multiplicity is 1. The calculation puts the orbital gap at 7.98 eV. The structure (SMILES) is N#C[C@H](P(O)I)[C@@](C#N)(CC=O)CCCc1ccccc1.O=[N+]([O-])c1ccccc1.O=[N+]([O-])c1ccccc1. The value obtained for the energy above the lowest of the compared OMol25 structures with the same formula, charge and spin is 0.0 kJ/mol. The value obtained for the energy is -2353.786469 hartree.

Structure (XYZ):
```
65
C27H26IN4O6P | OMol25 | wB97M-V/def2-TZVPD
N 2.93817 -0.25173 7.19960
C 2.38227 0.25664 6.34276
C 1.60337 0.91166 5.31345
P -0.08309 1.40233 5.97666
O -0.57851 2.59431 4.96063
I 0.55648 2.65079 7.97309
C 1.58319 0.08920 3.98193
C 2.94268 0.21873 3.41949
N 3.94764 0.38229 2.90360
C 1.33030 -1.45102 4.22151
C 2.61328 -2.26580 4.10697
O 3.27491 -2.56089 5.06518
C 0.59397 0.62771 2.91057
C 1.07601 1.93589 2.30069
C -0.04440 2.78116 1.64547
C 0.62452 3.98966 1.02795
C 0.88500 5.10098 1.82918
C 1.54173 6.19787 1.27800
C 1.93074 6.15205 -0.05317
C 1.65454 5.05995 -0.85865
C 0.99701 3.96019 -0.31316
H 2.15149 1.83528 5.10007
H -1.34179 2.23449 4.49140
H 0.69383 -1.81163 3.41596
H 0.88758 -1.59661 5.20209
H 2.96411 -2.58103 3.10909
H -0.40837 0.69624 3.32473
H 0.56816 -0.14915 2.15338
H 1.82052 1.78699 1.52245
H 1.53087 2.59444 3.04157
H -0.57549 2.20660 0.87890
H -0.74643 3.09289 2.41827
H 0.57441 5.06700 2.86542
H 1.75300 7.04465 1.91488
H 2.46386 7.00565 -0.45144
H 1.96287 5.02117 -1.89385
H 0.76171 3.07416 -0.88819
O -1.02581 0.41640 0.17083
N -0.26590 -0.14913 -0.59594
O 0.78940 -0.65256 -0.26970
C -0.64860 -0.21530 -2.01178
C -1.82707 0.38440 -2.41851
C -2.17291 0.33765 -3.75986
C -1.34462 -0.30671 -4.66984
C -0.16942 -0.91103 -4.24182
C 0.18599 -0.86651 -2.90426
H -2.46895 0.88449 -1.70846
H -3.08777 0.80611 -4.09567
H -1.61439 -0.33929 -5.71710
H 0.46911 -1.41393 -4.95405
H 1.10072 -1.33257 -2.56902
O -0.95138 -4.87659 -7.50466
N -1.29127 -4.11259 -6.62705
O -1.04023 -2.92058 -6.61665
C -2.05390 -4.66763 -5.49732
C -2.31735 -6.02498 -5.47074
C -3.01630 -6.55099 -4.39654
C -3.44438 -5.71948 -3.37001
C -3.17888 -4.35740 -3.41795
C -2.47830 -3.82393 -4.48751
H -1.98325 -6.66926 -6.27027
H -3.22493 -7.61112 -4.35872
H -3.98570 -6.13447 -2.52999
H -3.51524 -3.71015 -2.61945
H -2.26880 -2.76592 -4.52444
```

=====

The following is a DFT calculation (wB97M-V/def2-TZVPD) of 2 unconnected molecules or ions with the total composition C12H22F3NO2S in a non-equilibrium geometry.

The LUMO energy is -1.8 eV. The value obtained for the HOMO energy is -6.965 eV. The multiplicity is 1. The calculation puts the orbital gap at 5.17 eV. The value obtained for the energy is -1373.347789 hartree.

Structure (XYZ):
```
41
C12H22F3NO2S | OMol25 | wB97M-V/def2-TZVPD
C 1.83619 -3.68542 -0.72969
C 0.61759 -2.91942 -1.26990
C 0.78439 -1.39702 -1.56162
C -0.41020 -0.65017 -0.96471
C 2.13287 -0.82668 -1.08825
C 3.15538 -1.01957 -2.15128
N 4.06000 -0.11371 -2.13965
C 3.79296 0.91615 -1.10241
C 2.27826 0.73191 -0.88596
S 1.99079 1.24134 0.83143
H 1.92203 -3.60804 0.35519
H 1.71094 -4.74838 -0.94686
H 2.78874 -3.40200 -1.18367
H 0.30737 -3.40730 -2.19553
H -0.18638 -3.03460 -0.54253
H 0.72515 -1.25493 -2.64948
H -0.47419 -0.75808 0.11709
H -0.39887 0.41016 -1.21971
H -1.31667 -1.06771 -1.40915
H 2.52641 -1.24383 -0.15463
H 3.13151 -1.83168 -2.87120
H 4.84343 -0.10247 -2.77851
H 3.97609 1.87853 -1.58002
H 4.39957 0.78140 -0.20985
H 1.67937 1.27515 -1.61628
H 0.64235 0.93077 0.97027
C -4.61355 2.50635 1.26927
C -3.16901 2.79576 0.87798
O -2.22616 2.73135 1.92490
C -1.69905 1.42688 2.28576
O -1.28982 0.69266 1.27668
C -2.69155 0.63131 3.17522
F -3.36640 1.40746 4.05405
F -1.99823 -0.25842 3.92530
F -3.61301 -0.08095 2.50539
H -4.84946 2.97084 2.22729
H -5.28689 2.90598 0.50667
H -4.81199 1.44065 1.35083
H -3.11961 3.83312 0.53230
H -2.85331 2.16711 0.03834
H -0.92704 1.73550 3.02697
```